Molecular formula: C35H57Br2F3N4O10P2
Method: DFT, ωB97M-V/def2-TZVPD

The geometry in XYZ format:
```
113
Properties=species:S:1:pos:R:3:forces:R:3
C 2.470793 2.567190 0.759291 -0.1 -0.3 0.6
C 2.570138 1.318095 1.667814 -0.2 0.2 -0.8
C 1.248338 0.566499 1.649458 0.8 -0.3 -0.1
C 1.224848 -0.629420 0.869728 -1.4 0.6 0.9
O 2.403308 -1.054767 0.209938 0.1 0.0 0.0
C 3.014486 -1.985809 0.871698 -0.5 0.5 -0.4
N 3.493736 -2.833181 1.474220 0.6 -0.6 0.4
C 0.090199 -1.369598 0.730434 0.7 -1.4 -0.5
C 0.078149 -2.610463 -0.152473 -0.8 1.0 -0.3
C -0.730435 -2.261923 -1.445036 0.6 -0.8 0.7
C 0.134893 -1.750396 -2.592201 -1.2 0.6 -0.7
F 1.329989 -2.366960 -2.695121 0.1 0.1 0.3
Br -0.856589 -2.205964 -4.227985 -0.1 -1.2 0.1
C 0.354199 -0.168016 -2.593312 0.0 0.1 -1.4
F 1.651725 0.133373 -2.492735 0.0 -0.3 0.6
F -0.319374 0.440020 -1.612871 0.1 -0.2 0.3
Br -0.230437 0.682775 -4.274529 0.3 1.0 0.4
C -1.107849 -0.997418 1.394928 1.0 -0.1 -0.5
N -2.209110 -1.787331 1.215338 -0.1 1.1 0.6
C -3.254465 -1.324751 1.844215 -0.7 -0.6 -0.2
C -3.273283 -0.164333 2.661964 0.0 0.2 0.6
C -4.550227 0.244491 3.365407 0.5 0.3 -0.2
C -5.490905 0.921909 2.386568 -0.4 0.1 -0.2
C -4.894055 1.795763 1.297360 0.1 -0.2 0.2
N -6.738869 0.718607 2.484901 0.2 -0.2 0.0
N -2.215786 0.586273 2.834018 0.0 -0.7 -0.5
C -1.094087 0.173537 2.165244 0.1 0.6 0.3
C 0.092671 0.974525 2.281985 -0.2 -0.1 0.3
C 0.005072 2.248121 3.105082 0.7 0.1 -0.1
C 1.096536 2.437648 4.194169 -0.3 0.6 0.3
C 1.889739 3.753103 4.061319 0.1 -0.5 0.2
C 1.005745 4.996423 3.942113 0.9 0.2 0.1
O 0.799934 5.409825 2.593520 -0.5 -0.4 0.2
C -0.553555 5.688646 2.290822 0.0 0.6 -0.4
H 3.442546 3.063902 0.747802 -0.1 0.1 -0.3
H 2.160405 2.250952 -0.238829 0.3 0.1 -0.1
H 1.716836 3.264677 1.124983 0.1 0.1 0.0
H 2.927071 1.543117 2.669029 -0.2 0.2 0.0
H 3.339950 0.687867 1.219417 -0.1 0.0 0.2
H -0.482467 -3.404085 0.336659 0.2 0.0 0.1
H 1.078894 -2.938649 -0.410832 -0.1 -0.2 0.1
H -1.245989 -3.160844 -1.780742 0.2 0.0 -0.1
H -1.508926 -1.558024 -1.162819 0.0 0.1 -0.4
H -4.187677 -1.875457 1.731212 0.1 0.0 0.0
H -4.243150 0.955759 4.138541 -0.1 0.1 -0.1
H -5.029452 -0.587084 3.881451 -0.2 0.0 -0.3
H -4.280911 1.176962 0.635055 0.1 0.2 0.0
H -4.264000 2.583424 1.718575 0.1 -0.1 0.0
H -5.681386 2.249161 0.695091 0.0 0.0 0.1
H -7.210256 1.227850 1.737423 -0.2 0.0 0.1
H -0.957899 2.352921 3.594821 -0.1 -0.3 -0.3
H 0.060436 3.074555 2.390978 0.1 0.0 0.1
H 0.586389 2.519951 5.161578 0.0 -0.2 -0.1
H 1.764286 1.582478 4.295570 -0.1 0.0 -0.1
H 2.495705 3.878318 4.966151 -0.1 -0.1 0.0
H 2.611846 3.679006 3.244886 -0.2 0.3 -0.1
H 1.532732 5.819490 4.441954 -0.2 0.0 0.0
H 0.065451 4.835936 4.480432 -0.1 0.0 -0.2
H -1.082117 4.820718 1.878926 0.0 0.0 0.2
H -0.573292 6.469191 1.524860 0.1 -0.1 0.0
H -1.090552 6.103113 3.150242 0.0 -0.2 0.0
O -5.594843 -4.414997 -4.773422 1.4 2.3 -1.8
P -6.410404 -3.273969 -4.288919 -4.3 -2.9 4.3
O -6.141463 -3.187541 -2.688948 0.2 0.5 -0.7
C -4.866233 -2.745591 -2.222201 0.3 0.1 0.1
C -4.692535 -1.243790 -2.364135 0.0 0.0 -0.1
O -7.912533 -3.928797 -4.271247 0.2 0.4 -0.4
C -8.211220 -5.110277 -5.014936 0.0 -0.3 0.1
C -8.133005 -6.341241 -4.135163 -0.1 0.0 0.2
O -7.041759 -1.769078 -4.401861 2.4 -0.2 -1.7
C -7.223760 -1.190410 -5.716870 -0.3 0.1 -0.3
C -8.346814 -1.848612 -6.497155 0.1 -0.2 0.0
H -4.070604 -3.280286 -2.750755 0.0 0.0 0.0
H -4.809390 -3.023370 -1.169343 -0.1 -0.1 0.0
H -4.644666 -0.952383 -3.415457 0.1 0.0 0.0
H -3.770364 -0.916478 -1.879009 0.0 0.0 0.0
H -5.535662 -0.713079 -1.920677 0.0 0.0 0.1
H -7.553463 -5.201972 -5.879558 0.1 0.0 0.1
H -9.227835 -4.996208 -5.398404 0.0 0.1 0.1
H -7.199136 -6.372921 -3.574905 0.1 0.0 -0.2
H -8.214124 -7.249703 -4.734190 0.0 0.0 0.0
H -8.942910 -6.336069 -3.403858 0.0 0.0 0.0
H -6.285194 -1.240524 -6.273372 0.0 0.0 0.0
H -7.455972 -0.138606 -5.556582 0.1 0.0 0.2
H -8.066024 -2.851164 -6.824626 0.0 0.0 0.0
H -8.579797 -1.261630 -7.386280 0.0 0.0 0.0
H -9.242525 -1.940034 -5.884838 0.0 0.1 0.0
O 9.037466 -0.737909 0.467269 -2.2 -1.8 1.6
P 8.049873 0.336642 0.733806 2.9 5.4 -2.7
O 7.568261 0.866240 -0.723354 -0.3 -0.4 0.7
C 6.740805 0.018138 -1.523683 -0.2 -0.1 -0.1
C 5.313114 -0.013457 -1.012259 -0.1 -0.1 0.1
O 9.028544 1.580478 1.162378 -0.4 -0.3 0.4
C 10.374597 1.349845 1.576869 0.3 0.0 -0.2
C 11.340246 1.552353 0.427045 0.0 0.1 -0.1
O 6.796968 1.013546 1.543530 0.0 -2.9 0.4
C 6.563480 0.618455 2.916674 0.0 0.1 0.4
C 7.619397 1.150722 3.868115 0.2 -0.1 -0.1
H 7.164370 -0.989598 -1.562700 0.0 0.0 0.0
H 6.761843 0.424794 -2.534191 0.1 0.1 0.1
H 5.258476 -0.509028 -0.039303 0.0 0.0 -0.1
H 4.664844 -0.552864 -1.705076 0.0 0.0 0.0
H 4.927948 0.998641 -0.881535 0.0 0.0 -0.1
H 10.482666 0.355652 2.011091 0.0 -0.1 -0.1
H 10.591040 2.069506 2.370029 -0.1 0.1 0.0
H 11.028942 0.998398 -0.457911 0.0 -0.2 0.1
H 12.345520 1.232349 0.706124 0.0 0.0 0.0
H 11.378608 2.606090 0.145847 0.0 0.0 0.0
H 6.498658 -0.470121 2.979796 -0.1 0.0 0.0
H 5.588463 1.022730 3.187771 0.0 0.0 -0.2
H 8.569725 0.631047 3.734316 0.0 0.0 0.0
H 7.302235 1.002781 4.901162 -0.1 0.0 0.0
H 7.796205 2.211608 3.697216 -0.1 0.0 0.0
```
Forces are in eV/Å.

Its total energy is -8469.63794 a.u.

Here are the Mulliken charges for atoms 1 to 99, given in e: number 1, C, carries -1.51; number 2, C, carries 0.49; number 3, C, carries 0.76; number 4, C, carries -0.46; number 5, O, carries -0.47; number 6, C, carries 0.58; number 7, N, carries -0.69; number 8, C, carries 0.48; number 9, C, carries -1.30; number 10, C, carries -0.59; number 11, C, carries 0.67; number 12, F, carries -0.35; number 13, Br, carries -0.14; number 14, C, carries 0.29; number 15, F, carries -0.12; number 16, F, carries -0.08; number 17, Br, carries -0.15; number 18, C, carries 0.54; number 19, N, carries -0.39; number 20, C, carries -0.38; number 21, C, carries 0.21; number 22, C, carries -1.09; number 23, C, carries 0.75; number 24, C, carries -1.02; number 25, N, carries -0.74; number 26, N, carries -0.29; number 27, C, carries -0.44; number 28, C, carries 0.43; number 29, C, carries 0.05; number 30, C, carries -1.39; number 31, C, carries -0.37; number 32, C, carries -0.60; number 33, O, carries -0.40; number 34, C, carries -0.61; number 35, H, carries 0.38; number 36, H, carries 0.35; number 37, H, carries 0.33; number 38, H, carries 0.06; number 39, H, carries -0.20; number 40, H, carries 0.51; number 41, H, carries 0.56; number 42, H, carries 0.75; number 43, H, carries -0.04; number 44, H, carries 0.54; number 45, H, carries 0.35; number 46, H, carries 0.37; number 47, H, carries 0.15; number 48, H, carries 0.21; number 49, H, carries 0.48; number 50, H, carries 0.26; number 51, H, carries 0.55; number 52, H, carries -0.34; number 53, H, carries 0.41; number 54, H, carries 0.58; number 55, H, carries 0.46; number 56, H, carries 0.11; number 57, H, carries 0.40; number 58, H, carries 0.32; number 59, H, carries 0.20; number 60, H, carries 0.27; number 61, H, carries 0.35; number 62, O, carries -0.79; number 63, P, carries 1.13; number 64, O, carries -0.37; number 65, C, carries -0.33; number 66, C, carries -0.66; number 67, O, carries -0.35; number 68, C, carries -0.32; number 69, C, carries -1.22; number 70, O, carries -0.26; number 71, C, carries -0.34; number 72, C, carries -0.99; number 73, H, carries 0.31; number 74, H, carries 0.30; number 75, H, carries 0.23; number 76, H, carries 0.09; number 77, H, carries 0.29; number 78, H, carries 0.38; number 79, H, carries 0.38; number 80, H, carries 0.30; number 81, H, carries 0.36; number 82, H, carries 0.30; number 83, H, carries 0.31; number 84, H, carries 0.35; number 85, H, carries 0.23; number 86, H, carries 0.42; number 87, H, carries 0.25; number 88, O, carries -0.82; number 89, P, carries 1.01; number 90, O, carries -0.30; number 91, C, carries -0.71; number 92, C, carries -0.36; number 93, O, carries -0.34; number 94, C, carries -0.33; number 95, C, carries -1.22; number 96, O, carries -0.15; number 97, C, carries 0.02; number 98, C, carries -1.22; number 99, H, carries 0.36